ORCA calculation (the ωB97M-V functional and the def2-TZVPD basis) on a single C4H7N3 molecule.

XYZ file:
```
14
Properties=species:S:1:pos:R:3:forces:R:3
C -1.150339 0.294424 1.393250 -3.8 -1.4 1.2
C 0.035936 0.540547 0.616650 2.7 0.3 -2.1
C 1.938644 1.163975 -0.173175 -2.9 -1.7 -0.9
C -0.349974 -1.292727 -1.276419 -0.3 1.1 1.6
H -1.225261 -0.684536 2.101648 0.8 2.2 -1.7
H -1.993357 0.118114 0.596437 1.2 0.4 1.7
H -1.461730 1.159636 2.043142 0.5 -0.8 -0.8
H 2.800319 1.740237 -0.180903 1.7 0.5 -0.7
H -0.673531 -2.037052 -0.498607 0.3 0.6 -1.1
H 0.430522 -1.641553 -1.937997 0.0 -0.3 0.1
H -1.179516 -0.890967 -1.864679 -0.1 -0.5 0.1
N 1.064334 1.405391 0.793451 -2.2 -0.8 2.0
N 1.500641 0.249252 -1.043423 0.2 0.3 0.1
N 0.263313 -0.124742 -0.569377 2.0 0.2 0.5
```
Forces are in eV/Å.

Relative energy (zero: lowest compared OMol25 entry of this formula, charge and spin) ... 0.803 eV
Lowest unoccupied orbital energy ... 0.031 Ha
Strongest force on any atom ... 0.0827 Eh/bohr
E_tot ... -8730.87624 eV
SMILES ... Cc1ncnn1C